Version A
{"formula": "C4H8N3", "method": "ωB97M-V with the def2-TZVPD basis set", "species": ["C", "C", "N", "C", "C", "N", "N", "H", "H", "H", "H", "H", "H", "H", "H"], "coordinates": [[0.700, 1.030, 1.645], [1.117, -0.215, 0.897], [0.332, -0.179, -0.281], [0.323, -0.527, -1.436], [-0.989, -0.612, -2.133], [-1.967, -0.374, -1.386], [-1.983, -0.213, -0.232], [0.726, 0.795, 2.684], [-0.259, 1.286, 1.199], [1.462, 1.967, 1.575], [0.870, -1.226, 1.434], [2.185, -0.304, 0.744], [1.206, -0.826, -2.011], [-1.246, -1.035, -3.097], [-2.476, 0.435, 0.399]], "nbo_charge": [-0.61, -0.27, -0.26, 0.10, -0.05, 0.06, -0.13, 0.24, 0.20, 0.24, 0.25, 0.24, 0.25, 0.27, 0.45], "e_lumo_ev": -6.3, "smiles": "CC/N=C/C=[N+]=N", "total_charge": 1, "orbital_gap_ha": 0.3155, "spin_multiplicity": 1}

Version B
{"formula": "C4H8N3", "method": "ωB97M-V with the def2-TZVPD basis set", "species": ["C", "C", "C", "C", "N", "N", "N", "H", "H", "H", "H", "H", "H", "H", "H"], "coordinates": [[-0.861, -1.098, 0.813], [1.535, 0.278, 0.305], [-1.839, -0.045, -0.792], [-0.695, 0.299, 1.094], [-1.527, -1.285, -0.326], [1.969, -0.514, -0.599], [-1.335, 0.955, 0.121], [-0.493, -2.025, 1.344], [2.381, 0.645, 0.936], [-1.576, 0.187, -1.895], [-2.976, 0.108, -0.868], [-0.336, 0.776, 1.923], [2.948, -0.910, -0.889], [1.363, -1.078, -1.227], [-1.161, 1.956, 0.016]], "nbo_charge": [-0.01, -0.01, -0.14, 0.16, -0.29, -0.69, -0.49, 0.26, 0.17, 0.26, 0.27, 0.25, 0.41, 0.40, 0.45], "e_lumo_ev": [-4.9, -4.9], "total_charge": 1, "orbital_gap_ha": [0.3022, 0.3022], "spin_multiplicity": 1}

What is the least stable structure shown above? It is version A.